(1)
{
  "formula": "C29H22Cl2N2O9ReS",
  "method": "ωB97M-V with the def2-TZVPD basis set",
  "multiplicity": 2,
  "total_charge": -2,
  "largest_force_ev_per_a": 1.50,
  "lumo_ev": [4.13, 4.13],
  "e_tot_ha": -3301.990167,
  "symbols": ["Re", "O", "C", "O", "C", "C", "C", "C", "C", "N", "C", "O", "O", "H", "H", "H", "Cl", "C", "C", "C", "Cl", "C", "O", "C", "C", "O", "C", "H", "H", "H", "C", "C", "C", "C", "C", "C", "C", "C", "N", "H", "H", "H", "H", "H", "H", "H", "H", "H", "C", "C", "C", "C", "C", "C", "C", "S", "O", "O", "O", "H", "H", "H", "H", "H", "H", "H"],
  "coordinates": [[-0.103, 0.132, -1.308], [-2.034, 1.069, -5.234], [-1.357, 0.704, -4.260], [-1.639, -0.039, -3.297], [0.108, 1.111, -4.266], [0.734, 1.771, -5.316], [2.108, 1.948, -5.287], [2.841, 1.417, -4.230], [2.147, 0.781, -3.222], [0.814, 0.681, -3.221], [2.786, 0.064, -2.062], [3.997, 0.030, -1.916], [1.891, -0.519, -1.326], [0.107, 2.100, -6.132], [2.612, 2.470, -6.093], [3.919, 1.463, -4.167], [5.821, 1.192, 3.048], [4.218, 0.982, 2.352], [3.361, 0.019, 2.902], [2.120, -0.175, 2.370], [1.055, -1.353, 3.083], [1.630, 0.559, 1.234], [0.471, 0.314, 0.774], [2.516, 1.577, 0.765], [2.142, 2.461, -0.325], [1.049, 2.478, -0.875], [3.799, 1.750, 1.305], [3.682, -0.575, 3.747], [2.939, 3.158, -0.660], [4.449, 2.507, 0.883], [-1.987, 3.457, -2.062], [-2.633, 3.087, -0.757], [-3.500, 3.962, -0.109], [-4.103, 3.612, 1.092], [-3.833, 2.370, 1.655], [-2.970, 1.471, 1.039], [-2.686, 0.120, 1.632], [-2.380, 1.845, -0.168], [-1.524, 0.977, -0.813], [-2.142, 4.516, -2.277], [-2.402, 2.872, -2.888], [-0.916, 3.256, -2.035], [-3.700, 4.927, -0.562], [-4.779, 4.300, 1.586], [-4.296, 2.085, 2.593], [-3.188, 0.015, 2.596], [-1.613, -0.031, 1.767], [-3.025, -0.676, 0.963], [0.640, -4.975, 4.698], [0.102, -4.509, 3.372], [-1.105, -3.836, 3.280], [-1.576, -3.364, 2.058], [-0.827, -3.559, 0.914], [0.384, -4.242, 0.987], [0.837, -4.714, 2.203], [-1.410, -3.007, -0.675], [-1.243, -4.144, -1.551], [-2.754, -2.527, -0.463], [-0.438, -1.940, -0.979], [-0.084, -4.810, 5.497], [1.552, -4.432, 4.958], [0.887, -6.038, 4.682], [-1.689, -3.667, 4.179], [-2.522, -2.846, 1.982], [0.956, -4.397, 0.083], [1.786, -5.236, 2.254]]
}



(2)
{
  "formula": "C5H17BBr2N2OP",
  "method": "ωB97M-V with the def2-TZVPD basis set",
  "total_charge": -1,
  "largest_force_ev_per_a": 1.40,
  "lumo_ev": 2.62,
  "e_tot_ha": -5899.679059,
  "symbols": ["N", "P", "B", "C", "C", "O", "C", "N", "H", "H", "H", "H", "H", "H", "H", "H", "H", "H", "H", "H", "H", "Br", "C", "C", "Br", "H", "H", "H", "H"],
  "coordinates": [[3.296, -1.548, 0.116], [2.886, -1.118, -1.394], [1.527, 0.247, -1.521], [0.274, 0.034, -0.479], [-1.024, -0.521, -1.149], [-2.116, 0.421, -1.089], [-1.433, -1.907, -0.558], [-0.522, -2.935, -1.101], [4.291, -1.351, 0.187], [4.031, -0.599, -2.096], [2.389, -2.248, -2.156], [1.090, 0.163, -2.658], [2.060, 1.330, -1.447], [0.575, -0.604, 0.373], [-0.023, 1.017, -0.071], [-0.826, -0.704, -2.220], [-2.080, 0.915, -1.896], [-2.455, -2.118, -0.904], [-1.352, -1.914, 0.534], [0.430, -2.653, -0.895], [-0.599, -2.865, -2.109], [-1.247, 0.140, 2.799], [-1.399, 1.961, 3.462], [-1.421, 2.952, 2.329], [0.357, 3.219, 1.581], [-0.573, 2.120, 4.150], [-2.338, 1.988, 4.014], [-1.731, 3.933, 2.687], [-2.066, 2.646, 1.509]]
}



(3)
{
  "formula": "C29H22N5O2PPt",
  "method": "ωB97M-V with the def2-TZVPD basis set",
  "multiplicity": 5,
  "total_charge": 4,
  "largest_force_ev_per_a": 0.39,
  "lumo_ev": [-12.96, -15.78],
  "e_tot_ha": -2001.566568,
  "symbols": ["Pt", "O", "N", "O", "C", "C", "C", "C", "C", "C", "N", "C", "C", "N", "C", "C", "C", "C", "H", "H", "H", "H", "H", "H", "H", "N", "P", "C", "C", "C", "C", "C", "C", "C", "C", "C", "C", "C", "C", "C", "C", "C", "C", "C", "N", "H", "H", "H", "H", "H", "H", "H", "H", "H", "H", "H", "H", "H", "H", "H"],
  "coordinates": [[0.409, 0.141, 0.775], [2.918, 4.048, -5.093], [3.421, 3.892, -3.996], [4.535, 4.122, -3.634], [2.464, 3.275, -3.072], [1.157, 3.807, -3.118], [0.156, 3.289, -2.280], [-1.165, 3.799, -2.264], [-2.079, 3.235, -1.403], [-1.671, 2.194, -0.575], [-0.422, 1.695, -0.585], [0.480, 2.220, -1.418], [1.832, 1.653, -1.416], [2.062, 0.628, -0.584], [3.289, 0.076, -0.563], [4.328, 0.515, -1.373], [4.118, 1.579, -2.223], [2.836, 2.179, -2.251], [0.949, 4.625, -3.800], [-1.441, 4.620, -2.917], [-3.100, 3.590, -1.354], [-2.358, 1.746, 0.133], [3.439, -0.741, 0.131], [5.293, 0.027, -1.320], [4.920, 1.950, -2.848], [-1.649, -1.722, 2.202], [-0.972, -0.124, 2.593], [-2.412, 0.897, 2.778], [-2.149, 2.244, 3.064], [-3.205, 3.095, 3.346], [-4.510, 2.611, 3.345], [-4.768, 1.277, 3.053], [-3.721, 0.412, 2.767], [-0.131, -0.386, 4.124], [-0.871, -0.730, 5.262], [-0.218, -0.896, 6.469], [1.157, -0.694, 6.549], [1.889, -0.333, 5.427], [1.248, -0.183, 4.207], [-1.445, -2.359, 1.063], [-2.014, -3.656, 0.834], [-1.833, -4.268, -0.388], [-1.091, -3.598, -1.352], [-0.526, -2.330, -1.049], [-0.681, -1.725, 0.108], [-2.185, -2.216, 2.914], [-1.131, 2.618, 3.109], [-3.012, 4.132, 3.588], [-5.329, 3.276, 3.582], [-5.785, 0.907, 3.058], [-3.946, -0.623, 2.541], [-1.951, -0.840, 5.221], [-0.778, -1.167, 7.354], [1.659, -0.811, 7.501], [2.955, -0.169, 5.508], [1.823, 0.103, 3.331], [-2.586, -4.130, 1.623], [-2.259, -5.243, -0.587], [-0.921, -4.027, -2.332], [0.077, -1.822, -1.792]]
}



(4)
{
  "formula": "C47H25F15GeNPS2W",
  "method": "ωB97M-V with the def2-TZVPD basis set",
  "multiplicity": 3,
  "total_charge": 2,
  "largest_force_ev_per_a": 1.01,
  "lumo_ev": [-6.64, -7.09],
  "e_tot_ha": -6639.932584,
  "symbols": ["W", "C", "C", "C", "C", "C", "C", "H", "H", "H", "H", "H", "H", "C", "C", "C", "C", "C", "C", "P", "C", "C", "C", "C", "C", "C", "C", "C", "C", "C", "C", "C", "H", "H", "H", "H", "H", "H", "H", "H", "H", "H", "H", "H", "H", "H", "F", "C", "C", "C", "F", "C", "F", "C", "F", "C", "F", "Ge", "S", "C", "C", "F", "C", "F", "C", "F", "C", "F", "C", "F", "C", "C", "F", "C", "F", "C", "F", "C", "F", "C", "F", "S", "C", "N", "C", "C", "C", "C", "H", "H", "H", "H", "H"],
  "coordinates": [[-0.617, -0.186, 0.208], [-2.176, 0.882, -1.677], [-1.479, 1.766, -0.816], [-1.918, 1.906, 0.515], [-3.023, 1.170, 0.964], [-3.735, 0.349, 0.095], [-3.315, 0.213, -1.225], [-1.922, 0.864, -2.730], [-0.775, 2.468, -1.238], [-1.493, 2.675, 1.147], [-3.374, 1.314, 1.977], [-4.620, -0.167, 0.440], [-3.900, -0.376, -1.921], [4.680, -1.512, 3.495], [4.343, -0.240, 3.930], [3.326, 0.469, 3.309], [2.640, -0.106, 2.242], [2.989, -1.380, 1.794], [4.004, -2.080, 2.421], [1.384, 0.815, 1.336], [1.004, 2.342, 2.206], [0.597, 2.289, 3.542], [0.203, 3.453, 4.182], [0.209, 4.662, 3.498], [0.617, 4.715, 2.172], [1.007, 3.556, 1.518], [1.961, 1.086, -0.344], [3.080, 1.713, -0.871], [3.241, 1.704, -2.248], [2.295, 1.080, -3.054], [1.180, 0.455, -2.507], [0.989, 0.437, -1.125], [5.472, -2.060, 3.987], [4.879, 0.210, 4.755], [3.081, 1.466, 3.653], [2.488, -1.813, 0.942], [4.280, -3.063, 2.063], [0.597, 1.345, 4.072], [-0.114, 3.417, 5.216], [-0.097, 5.567, 4.006], [0.635, 5.660, 1.645], [1.327, 3.595, 0.483], [3.802, 2.201, -0.227], [4.100, 2.182, -2.700], [2.419, 1.084, -4.129], [0.475, -0.003, -3.197], [-3.202, -5.127, 3.699], [-3.498, -4.710, 2.467], [-2.820, -3.608, 1.966], [-3.172, -3.200, 0.704], [-2.580, -2.104, 0.161], [-4.100, -3.856, -0.078], [-4.349, -3.417, -1.318], [-4.742, -4.970, 0.436], [-5.618, -5.625, -0.303], [-4.450, -5.394, 1.728], [-5.073, -6.446, 2.228], [-1.449, -2.754, 3.132], [-0.878, -0.690, 2.552], [-2.394, -2.345, 4.808], [-3.541, -1.571, 4.704], [-3.988, -1.239, 3.472], [-4.224, -1.106, 5.807], [-5.309, -0.351, 5.665], [-3.745, -1.419, 7.073], [-4.363, -0.959, 8.141], [-2.610, -2.206, 7.212], [-2.160, -2.506, 8.420], [-1.947, -2.653, 6.081], [-0.851, -3.403, 6.223], [0.114, -3.922, 3.360], [1.178, -3.438, 4.105], [1.111, -2.188, 4.584], [2.293, -4.206, 4.376], [3.304, -3.714, 5.080], [2.345, -5.509, 3.898], [3.398, -6.260, 4.150], [1.298, -6.017, 3.141], [1.356, -7.255, 2.667], [0.203, -5.215, 2.874], [-0.777, -5.699, 2.098], [0.263, -2.528, -0.018], [-0.446, -3.282, -1.397], [-0.794, -2.571, -2.493], [-1.339, -3.117, -3.605], [-1.570, -4.457, -3.662], [-1.225, -5.242, -2.552], [-0.666, -4.664, -1.436], [-0.580, -1.583, -2.475], [-1.566, -2.445, -4.420], [-2.004, -4.898, -4.546], [-1.401, -6.310, -2.565], [-0.396, -5.252, -0.569]]
}



(5)
{
  "formula": "C4H12NO",
  "method": "ωB97M-V with the def2-TZVPD basis set",
  "multiplicity": 2,
  "total_charge": 2,
  "largest_force_ev_per_a": 3.92,
  "lumo_ev": [-8.07, -15.32],
  "e_tot_ha": -288.776147,
  "symbols": ["C", "O", "C", "C", "C", "N", "H", "H", "H", "H", "H", "H", "H", "H", "H", "H", "H", "H"],
  "coordinates": [[-1.622, -0.051, -0.739], [-2.149, -1.328, -0.674], [-0.123, -0.217, -0.157], [0.742, 1.023, -0.122], [2.199, 0.563, -0.117], [-0.288, -0.729, 1.322], [-1.420, 0.201, -1.839], [-2.274, 0.691, -0.237], [-3.007, -1.387, -1.182], [0.309, -1.078, -0.642], [0.526, 1.703, -0.952], [0.481, 1.666, 0.737], [2.863, 1.384, 0.072], [2.416, -0.151, 0.683], [2.552, 0.289, -1.123], [-1.288, -0.884, 1.483], [-0.027, -0.033, 2.025], [0.108, -1.662, 1.462]]
}